--- i ---
Formula: C4H4F2
Source: OMol25
Level of theory: ωB97M-V/def2-TZVPD

Output
gap between HOMO and LUMO	10.32	eV

```
! RIJCOSX wB97M-V def2-TZVPD def2/J DEFGRID3
* xyz 0 1
C 1.4490 0.4844 -2.3400
C 0.4818 0.5739 -1.5552
C 0.5072 -0.3991 1.1478
C 1.1331 0.6733 1.5927
F 2.3677 0.6384 1.9403
F 0.8159 1.8899 1.2953
H 2.4517 0.4249 -2.7092
H -0.7770 0.7154 -0.9852
H -0.4977 -0.4154 0.7120
H 1.0232 -1.3014 1.2405
*
```

--- ii ---
Formula: C4H4F2
Source: OMol25
Level of theory: ωB97M-V/def2-TZVPD

Output
gap between HOMO and LUMO	9.22	eV

```
! RIJCOSX wB97M-V def2-TZVPD def2/J DEFGRID3
* xyz 0 1
C 2.3423 0.7362 0.2852
C 2.3835 -0.5737 0.2763
C 1.0644 0.0336 0.5057
C -0.1721 0.0027 -0.3269
F 2.9739 1.8758 0.1265
F 3.0930 -1.6697 0.1285
H 0.4311 -0.1060 2.2395
H -0.6374 0.9853 -0.3402
H -0.8851 -0.7061 0.0822
H 0.0650 -0.2944 -1.3499
*
```

i (0.0376 hartree below the next structure)

--- i ---
Formula: C5H9N3O
Source: OMol25
Level of theory: ωB97M-V/def2-TZVPD

Output
gap between HOMO and LUMO	8.95	eV
SMILES string	[H]/N=C(C(C)=O)/C(N)=N/C

```
! RIJCOSX wB97M-V def2-TZVPD def2/J DEFGRID3
* xyz 0 1
H -2.3310 2.2073 0.2759
N -1.3770 2.1822 -0.0901
C -1.0550 0.9915 -0.4111
C -1.4774 -0.5361 0.4611
C -1.5238 -1.7428 -0.4221
O -2.2551 -0.4236 1.3842
C 0.4360 0.7648 -0.3934
N 1.1872 1.8665 -0.2295
N 0.7206 -0.4325 0.0220
C 2.0864 -0.7488 0.3737
H -1.1186 -1.5536 -1.4113
H -0.8945 -2.4885 0.0634
H -2.5467 -2.1134 -0.4521
H 2.1898 1.8061 -0.2732
H 0.6386 2.7220 -0.2590
H 2.1120 -1.8125 0.6000
H 2.7662 -0.5343 -0.4584
H 2.4423 -0.1545 1.2199
*
```

--- ii ---
Formula: C5H9N3O
Source: OMol25
Level of theory: ωB97M-V/def2-TZVPD

Output
gap between HOMO and LUMO	9.21	eV
SMILES string	CC(C)n1ncc(=O)[nH]1

```
! RIJCOSX wB97M-V def2-TZVPD def2/J DEFGRID3
* xyz 0 1
C 1.3123 0.6280 1.2553
C 0.8614 -0.4658 0.1563
C 1.8026 -0.4147 -0.9448
N -0.4516 -0.3249 -0.3812
N -0.9695 0.6124 -1.2476
C -2.2313 0.7601 -1.0100
C -2.6298 0.0329 0.1809
O -3.7079 -0.1533 0.6965
N -1.4404 -0.6514 0.5051
H 1.6496 1.4724 0.5515
H 0.6195 0.7678 2.0232
H 2.3101 0.4388 1.7457
H 0.8669 -1.3590 0.7838
H 1.9471 0.5575 -1.4014
H 1.5043 -0.9811 -1.8048
H 2.7008 -0.8449 -0.6870
H -2.8403 1.2283 -1.6820
H -1.3037 -1.3031 1.2606
*
```

ii (0.0134 hartree below the next structure)

--- i ---
Formula: C5H9N3O
Source: OMol25
Level of theory: ωB97M-V/def2-TZVPD

Output
gap between HOMO and LUMO	9.73	eV
SMILES string	CCc1n[nH]n(C)c1=O

```
! RIJCOSX wB97M-V def2-TZVPD def2/J DEFGRID3
* xyz 0 1
C -2.8830 0.3345 0.5299
C -1.8207 -0.0640 -0.5697
C -0.5080 0.4461 -0.2903
N 0.0044 1.4137 0.3205
N 1.3152 1.2503 0.5490
N 1.8554 0.1708 -0.2410
C 3.1909 -0.2031 -0.0638
C 0.8092 -0.6184 -0.6343
O 0.8553 -1.6898 -1.1636
H -3.7807 -0.3773 0.5139
H -3.2949 1.3883 0.3357
H -2.4977 0.2834 1.5210
H -2.2415 0.3123 -1.5238
H -1.7536 -1.1234 -0.6557
H 1.8119 2.0499 0.2854
H 3.6968 0.7339 -0.1117
H 3.2936 -0.5806 0.8655
H 3.2683 -0.8328 -0.8514
*
```

--- ii ---
Formula: C5H9N3O
Source: OMol25
Level of theory: ωB97M-V/def2-TZVPD

Output
gap between HOMO and LUMO (spin up / spin down)	7.96 / 7.97	eV

```
! RIJCOSX wB97M-V def2-TZVPD def2/J DEFGRID3
* xyz 0 1
C -0.9557 -0.9579 -0.1507
C 0.1553 -1.7508 -0.6062
C -0.2650 0.4658 1.0693
N -1.3096 1.3765 1.2772
O 0.3419 -0.0668 1.9877
H -1.9938 1.4727 0.5423
H -1.7150 1.2682 2.1944
H -1.5493 -0.4596 -0.9110
H -1.5335 -1.3523 0.6752
H 1.1661 -1.0731 -0.4742
H 0.3988 -2.6252 -0.0077
H 0.2060 -1.9484 -1.6756
C 1.8314 0.2991 -0.2379
N 0.7085 1.0229 -0.0911
C 0.1607 1.6627 -1.1322
N -0.3625 2.2409 -1.9861
H 2.3891 0.3951 -1.1592
H 2.3265 0.0300 0.6856
*
```

i (0.0391 hartree below the next structure)

--- i ---
Formula: C5H9N3O
Source: OMol25
Level of theory: ωB97M-V/def2-TZVPD

Output
gap between HOMO and LUMO	9.58	eV
SMILES string	N/N=C\C=C\C/C=N\O

```
! RIJCOSX wB97M-V def2-TZVPD def2/J DEFGRID3
* xyz 0 1
N 1.4598 -2.1266 1.2366
N 2.7296 -1.5457 0.6758
C 2.1982 -0.6939 -0.1881
C 0.6199 -0.3796 -0.3713
C 0.5237 0.7351 -1.0403
C -0.9054 1.0589 -1.2890
C -1.4112 1.7654 -0.0380
N -2.1698 1.4143 0.8778
O -2.7515 0.0086 0.7216
H 0.9559 -1.4122 1.9751
H 1.8329 -3.0113 1.8069
H 3.0409 -0.4166 -0.9349
H -0.0616 -1.2688 -0.2838
H 1.4024 1.4935 -1.0885
H -1.3914 1.5520 -2.2826
H -1.4727 0.0150 -1.2748
H -1.0101 2.8233 0.0710
H -3.5896 -0.0114 1.4262
*
```

--- ii ---
Formula: C5H9N3O
Source: OMol25
Level of theory: ωB97M-V/def2-TZVPD

Output
gap between HOMO and LUMO (spin up / spin down)	7.29 / 7.29	eV

```
! RIJCOSX wB97M-V def2-TZVPD def2/J DEFGRID3
* xyz 0 1
C 1.2095 -1.6748 -0.8608
C 0.8697 0.8861 0.1333
C 0.6188 -1.0729 0.4044
C -0.4654 1.0646 -0.0919
N -1.1214 2.1695 -0.5557
N -1.6666 -0.3410 1.5119
C -1.1349 -0.1967 0.2153
N 2.0565 1.1914 -0.1372
O 0.7311 -1.6317 1.4746
H -0.5760 2.9582 -0.8694
H -2.0130 2.3992 -0.1391
H 2.1535 1.7378 -0.9996
H -1.0019 -0.0509 2.2257
H -1.9241 -1.3028 1.7130
H -1.8011 -0.6071 -0.5485
H 0.7961 -2.6806 -0.9673
H 0.9774 -1.0909 -1.7507
H 2.2919 -1.7575 -0.7580
*
```

--- iii ---
Formula: C5H9N3O
Source: OMol25
Level of theory: ωB97M-V/def2-TZVPD

Output
gap between HOMO and LUMO	8.20	eV

```
! RIJCOSX wB97M-V def2-TZVPD def2/J DEFGRID3
* xyz 0 1
C -3.1578 -0.1044 -0.3144
C -0.6869 -0.1486 -0.0395
C 1.2448 -1.3873 -0.1973
C 1.6647 -0.1365 -0.1293
C 0.4678 0.6496 -0.0573
H -2.8170 -0.1691 -1.3988
H -3.8802 1.0158 -0.0054
H -3.9818 -1.1865 -0.3393
H -2.3441 -0.1067 1.4222
H -0.7775 -2.2191 0.3563
H 1.7491 -2.2964 0.1288
H 3.5198 0.4890 1.0594
H 3.9817 0.5694 -0.7001
H -0.6343 2.1289 0.3537
N -1.9916 0.1986 0.4648
N -0.1434 -1.3606 0.1189
N 3.0725 0.1918 0.0423
O 0.1781 1.9161 -0.1041
*
```

--- iv ---
Formula: C5H9N3O
Source: OMol25
Level of theory: ωB97M-V/def2-TZVPD

Output
gap between HOMO and LUMO	9.80	eV
SMILES string	[H]/N=C(/N)C(=C)C(=O)NC

```
! RIJCOSX wB97M-V def2-TZVPD def2/J DEFGRID3
* xyz 0 1
H -0.6841 -2.0271 2.2494
N -0.3350 -1.1375 2.5884
C 0.0300 -0.3455 1.6723
N 0.3721 0.9464 1.9731
C 0.0850 -0.6741 0.2087
C 1.0795 -1.4140 -0.2997
C -1.2629 -0.4727 -0.4957
O -2.3564 -0.7399 -0.0657
N -0.9763 0.7145 -1.1728
C 0.1274 1.1232 -2.0084
H 0.4943 1.1286 2.9570
H 1.0374 1.4108 1.3784
H 1.0884 -1.7223 -1.3299
H 1.8507 -1.8184 0.3367
H -1.8187 1.2654 -1.3325
H 0.0827 0.6693 -3.0043
H 1.0769 0.8818 -1.5346
H 0.1090 2.2116 -2.1201
*
```

iv (0.0959 hartree below the next structure)

--- i ---
Formula: C5H11NO2
Source: OMol25
Level of theory: ωB97M-V/def2-TZVPD

Output
gap between HOMO and LUMO (spin up / spin down)	7.52 / 7.47	eV

```
! RIJCOSX wB97M-V def2-TZVPD def2/J DEFGRID3
* xyz 0 1
C 0.0466 0.4383 0.2671
C 0.3964 -0.3958 -0.8513
C -1.0926 0.0312 1.1640
C 0.3581 1.9116 0.2261
C 0.1187 -1.8692 -0.8432
O -1.0143 0.3248 -1.7284
N 1.7596 -0.2178 1.1424
O 1.6020 -1.0909 1.9256
H -0.6752 1.0857 -2.2240
H 1.2499 -0.0698 -1.4391
H -2.0013 -0.1460 0.5857
H -0.8736 -0.9102 1.6810
H 0.7427 2.2360 1.2010
H 1.1104 2.1548 -0.5270
H -0.5445 2.4934 0.0263
H -1.3022 0.7826 1.9278
H 0.6219 -2.3757 -0.0118
H -0.9520 -2.0559 -0.7455
H 0.4494 -2.3269 -1.7770
*
```

--- ii ---
Formula: C5H11NO2
Source: OMol25
Level of theory: ωB97M-V/def2-TZVPD

Output
gap between HOMO and LUMO	8.25	eV
SMILES string	CC(C)=CO.CN=O

```
! RIJCOSX wB97M-V def2-TZVPD def2/J DEFGRID3
* xyz 0 1
C -0.4403 -0.0254 -1.8892
C -0.5261 -0.7214 -0.5607
C -1.8909 -1.1904 -0.1419
C 0.5995 -1.1475 0.0516
O 0.5756 -1.8944 1.1933
H 0.1195 -0.6169 -2.6201
H -1.4338 0.1619 -2.3090
H 0.0542 0.9446 -1.7773
H -2.2286 -2.0072 -0.7874
H -2.6117 -0.3701 -0.2191
H -1.9075 -1.5465 0.8922
H 1.5957 -0.9109 -0.2997
H 1.4274 -1.7936 1.6499
C 1.5367 1.8743 0.9861
N 0.0383 2.1812 1.0124
O -0.5563 1.5693 1.9005
H 1.7793 1.0142 1.6157
H 2.0498 2.7613 1.3597
H 1.8192 1.7174 -0.0572
*
```

ii (0.0414 hartree below the next structure)